Record 1
# C12H17BCl2F3O3P

A 2-piece molecular cluster, C12H17BCl2F3O3P overall at a distorted geometry (ωB97M-V with the def2-TZVPD basis set, the Open Molecules 2025 dataset).

Results
**Lowest unoccupied orbital energy**: 0.6 eV
**SMILES string**: CCOB(O)PCCOCC(F)(F)F.Clc1ccccc1Cl
**Gap between HOMO and LUMO**: 8.97 eV

```
39
Properties=species:S:1:pos:R:3:forces:R:3:nbo_charge:R:1
C 0.367074 -2.719958 -0.778688 0.0 -0.3 -0.3 -0.643
C 0.107464 -1.879970 -2.002440 0.0 -0.2 -0.4 -0.060
O 0.632314 -0.556371 -1.895975 0.0 -0.3 0.5 -0.710
B 0.234768 0.243575 -0.870931 0.3 0.9 -0.1 0.910
O 1.150122 1.169046 -0.401839 -0.4 -0.1 -0.1 -0.937
P -1.557702 0.143428 -0.119656 -0.5 -1.0 0.0 0.119
C -2.480983 1.553904 -0.900854 -0.1 -0.2 0.0 -0.674
C -3.789726 1.079271 -1.520786 0.5 0.2 0.1 -0.061
O -4.483223 0.255915 -0.613585 -0.4 0.1 0.2 -0.526
C -5.070692 -0.876351 -1.181956 0.2 0.3 0.3 -0.143
C -6.332814 -1.229165 -0.420729 -0.6 -0.2 0.4 0.961
F -7.425113 -0.626580 -0.973549 0.6 -0.3 0.5 -0.332
F -6.546251 -2.573290 -0.495265 0.0 0.7 0.1 -0.331
F -6.286840 -0.879483 0.889956 -0.1 -0.4 -1.1 -0.313
H 0.109981 -3.745233 -1.023144 -0.1 -0.3 0.0 0.219
H -0.245872 -2.436482 0.066719 0.0 0.2 0.3 0.219
H 1.421017 -2.713723 -0.531886 0.2 0.1 0.2 0.211
H 0.614809 -2.339101 -2.840970 0.2 0.0 -0.3 0.184
H -0.948752 -1.876741 -2.246380 -0.3 0.2 0.0 0.177
H 1.751505 0.722872 0.198092 0.5 0.2 0.1 0.501
H -1.339200 0.626450 1.181425 0.2 0.3 -0.1 0.009
H -1.885501 2.004870 -1.683055 0.1 0.3 -0.1 0.231
H -2.712403 2.295530 -0.150496 0.2 0.3 0.2 0.235
H -3.559527 0.558150 -2.445326 -0.1 -0.3 -0.2 0.165
H -4.399736 1.949367 -1.744748 -0.2 0.2 -0.2 0.183
H -5.363886 -0.700925 -2.210786 -0.1 -0.1 -0.3 0.195
H -4.374082 -1.707552 -1.142039 0.1 -0.4 0.1 0.201
Cl 3.113109 3.391827 2.182314 0.0 0.0 0.0 0.041
C 4.308379 2.146797 2.164174 0.0 0.2 0.0 -0.069
C 5.633363 2.489908 1.939543 0.1 0.0 0.0 -0.212
C 6.611541 1.511525 1.922322 0.0 -0.1 0.0 -0.197
C 6.269086 0.182760 2.130406 0.0 0.1 0.0 -0.202
C 4.948067 -0.162697 2.352219 0.1 -0.1 0.0 -0.219
C 3.967976 0.817828 2.368300 0.0 -0.1 0.0 -0.062
Cl 2.322476 0.348131 2.641612 0.0 0.0 0.0 0.017
H 5.894138 3.525639 1.778095 -0.1 0.0 0.0 0.234
H 7.641870 1.786611 1.746052 0.0 0.0 0.0 0.222
H 7.030072 -0.584703 2.119858 0.0 0.0 0.0 0.222
H 4.673173 -1.195081 2.513998 -0.1 0.0 0.0 0.232
```
Positions in Å, forces in eV/Å.


Record 2
# C12H17BF4MnN5

C12H17BF4MnN5 as an isolated structure at a distorted geometry (ωB97M-V with the def2-TZVPD basis set, the Open Molecules 2025 dataset).

Results
**2S+1**: 4
**Net charge**: +3
**Lowest unoccupied orbital energy (alpha / beta)**: -14.8 / -12.8 eV
**Expectation value of S²**: 3.97
**ΔE to the lowest compared entry with this formula, charge and spin**: 6.88 kcal/mol
**Gap between HOMO and LUMO (alpha / beta)**: 4.35 / 6.36 eV

```
40
Properties=species:S:1:pos:R:3:forces:R:3:mulliken_spin:R:1
Mn -0.119322 0.424125 -0.354632 -0.3 1.2 -1.6 3.396
N -3.091416 -0.186406 -1.642098 0.1 0.2 -0.1 0.001
C -3.121220 0.457871 -0.428075 0.0 -0.2 -0.1 0.014
C -4.354443 0.781110 0.144004 0.1 0.1 0.2 -0.008
C -4.390659 1.356499 1.396523 0.0 -0.1 -0.2 0.011
C -3.195264 1.615555 2.077125 0.1 0.0 -0.1 -0.013
C -2.018223 1.305704 1.454402 0.2 0.2 0.5 0.003
N -1.980472 0.765425 0.211133 0.4 -0.3 -0.3 -0.187
C -2.065077 -0.882734 -2.227499 -0.2 0.0 0.2 0.006
C -2.347647 -1.777321 -3.264908 0.3 -0.1 -0.1 -0.011
C -1.333104 -2.537998 -3.802712 -0.1 0.1 0.1 0.013
C -0.028741 -2.410866 -3.306688 0.0 0.2 0.0 -0.014
C 0.196385 -1.497112 -2.316555 0.6 -0.1 0.0 0.007
N -0.795905 -0.722195 -1.811222 -0.1 0.2 0.6 -0.241
H -3.997977 -0.332021 -2.063506 -0.1 0.0 0.0 -0.001
H -5.269061 0.554400 -0.389100 0.0 0.0 0.0 -0.002
H -5.342618 1.590686 1.857101 0.0 0.0 0.0 -0.002
H -3.192084 2.047331 3.068113 0.1 0.0 0.0 -0.001
H -1.070793 1.483204 1.957420 0.0 -0.1 0.0 -0.001
H -3.365121 -1.883259 -3.619761 0.0 0.1 0.0 -0.003
H -1.545357 -3.243268 -4.597077 0.0 0.0 0.0 -0.003
H 0.784469 -3.007988 -3.694954 0.0 0.0 0.1 -0.002
H 1.194918 -1.363172 -1.906342 0.0 0.0 0.1 -0.003
N -0.085706 2.109938 -1.662483 0.2 0.0 0.3 -0.055
C 0.938990 3.067797 -1.125469 0.3 0.1 0.1 -0.009
C 2.218863 2.289735 -0.941606 0.0 0.3 -0.1 -0.002
N 1.921049 1.181486 0.000642 -0.7 -0.1 -0.3 -0.012
H 0.221632 1.848716 -2.602141 -0.1 -0.2 0.0 0.007
H -0.949039 2.633827 -1.813661 -0.2 -0.3 0.1 0.009
H 0.581683 3.466443 -0.172827 0.0 0.0 0.0 0.000
H 1.088309 3.910257 -1.802329 -0.1 0.0 -0.1 -0.004
H 3.016008 2.939060 -0.576016 0.0 -0.1 0.1 -0.002
H 2.554511 1.865560 -1.889854 0.0 0.0 0.0 -0.001
H 1.898174 1.542207 0.957217 0.0 0.0 0.1 0.004
H 2.679795 0.497936 0.006012 -0.2 -0.2 0.0 0.004
F -2.078606 -1.801169 1.713127 0.0 -0.2 0.1 0.000
B -1.432428 -2.908016 1.343717 -0.2 0.3 -0.3 -0.002
F -1.223441 -3.898826 2.140973 0.1 0.0 0.0 0.000
F -1.025450 -2.898630 0.068267 0.0 -0.3 0.1 0.001
F 0.280600 -0.659654 0.861120 0.0 -0.7 0.7 0.101
```
Positions in Å, forces in eV/Å.


Record 3
# C12H17BF9N4O8S2

C12H17BF9N4O8S2 as an isolated structure at a distorted geometry (ωB97M-V with the def2-TZVPD basis set, the Open Molecules 2025 dataset).

Results
**Net charge**: -1
**Lowest unoccupied orbital energy**: 1.8 eV
**ΔE to the lowest compared entry with this formula, charge and spin**: 4.53 kcal/mol
**Gap between HOMO and LUMO**: 7.99 eV

```
53
Properties=species:S:1:pos:R:3:forces:R:3:nbo_charge:R:1
C -4.544865 -0.386172 -2.874175 0.2 0.0 0.3 -0.638
C -3.706759 -1.358650 -2.041446 -0.1 0.1 -0.1 -0.058
O -3.489193 -0.855523 -0.714090 0.3 -0.5 -0.2 -0.732
B -2.337734 -1.232073 -0.051679 -0.2 0.3 0.3 1.155
O -2.441763 -1.779405 1.188397 -0.1 0.2 -0.1 -0.864
C -0.846033 -1.206510 -0.644563 0.0 -0.1 0.1 -0.049
N -0.642625 -2.569088 -1.194185 0.0 0.3 -0.6 -0.870
N 0.158850 -0.947472 0.377108 0.2 -0.6 -0.5 -0.613
C 1.369694 -0.625479 -0.201436 0.6 0.2 0.3 0.667
O 2.456726 -0.657277 0.328880 -0.7 -0.2 -0.4 -0.549
C 1.089671 -0.098715 -1.631923 0.7 -0.6 0.3 -0.156
N 1.898148 -0.830574 -2.654896 -0.5 0.6 -0.5 -0.483
C 1.185655 -1.619543 -3.666215 0.3 -0.1 0.1 -0.423
C 2.731690 0.153429 -3.306676 0.9 0.0 0.5 0.717
C 2.158677 0.946795 -4.460584 -0.2 0.1 0.0 -0.744
O 3.855679 0.362329 -2.920974 -0.7 -0.1 -0.2 -0.511
C -0.438936 -0.130321 -1.711713 -0.6 0.4 0.3 -0.330
C -1.007542 1.270150 -1.413397 -0.1 0.1 0.0 0.992
F -2.224951 1.435015 -1.981037 0.0 -0.2 0.0 -0.339
F -1.151535 1.553515 -0.115283 0.1 -0.1 -0.2 -0.306
F -0.230409 2.237948 -1.959612 -0.1 -0.1 0.1 -0.336
H -3.956686 0.057458 -3.675826 -0.1 0.0 0.0 0.212
H -5.422799 -0.873870 -3.293458 0.0 0.0 -0.1 0.207
H -4.877440 0.416001 -2.219327 -0.1 0.1 0.0 0.237
H -2.749984 -1.570066 -2.527579 0.0 0.0 0.0 0.170
H -4.227412 -2.315863 -1.947546 0.0 0.0 0.1 0.169
H -3.365646 -1.822883 1.466930 0.1 0.0 0.1 0.501
H 0.163644 -3.016419 -0.782687 0.0 -0.1 0.1 0.382
H -1.445634 -3.175153 -1.127982 0.0 -0.1 0.2 0.370
H 0.201815 -1.596574 1.152954 -0.1 0.4 0.3 0.423
H 1.502445 0.907792 -1.594503 -0.3 0.2 -0.1 0.252
H 0.818077 -2.538632 -3.227137 -0.2 0.0 0.1 0.232
H 0.359776 -1.098814 -4.158956 -0.1 0.0 0.0 0.163
H 1.907063 -1.893368 -4.439702 0.0 0.0 0.1 0.204
H 2.554766 0.547560 -5.394315 0.0 0.1 0.0 0.239
H 1.069643 0.923124 -4.508542 0.0 -0.1 0.0 0.213
H 2.476261 1.981579 -4.342421 0.1 -0.1 -0.1 0.249
H -0.899690 -0.372218 -2.665637 0.4 -0.2 -0.2 0.244
C 3.895451 2.069373 5.472127 -0.1 0.0 0.0 0.711
F 4.945384 1.964578 6.295176 0.1 0.0 0.1 -0.326
F 3.593353 3.365411 5.353111 0.0 0.0 0.0 -0.321
F 4.257061 1.607752 4.276046 0.0 0.0 0.0 -0.314
S 2.492162 1.107731 6.180636 0.0 0.1 -0.2 2.251
O 2.209734 1.745742 7.436270 0.0 0.0 0.0 -0.939
O 2.958275 -0.249659 6.217569 0.0 0.0 0.0 -0.937
N 1.464005 1.431883 5.021549 -0.2 -0.3 0.4 -1.239
S -0.003296 0.850071 5.059961 0.1 0.1 -0.2 2.253
O -0.858673 1.414837 6.066396 0.0 0.0 0.0 -0.939
O -0.107874 -0.563821 4.822081 0.0 0.0 0.0 -0.944
C -0.570224 1.618601 3.485648 0.0 0.0 0.0 0.711
F 0.139382 1.198804 2.438547 0.1 0.1 0.0 -0.316
F -0.518104 2.952280 3.530958 0.0 0.0 0.0 -0.319
F -1.847281 1.264383 3.279156 -0.1 0.0 0.0 -0.330
```
Positions in Å, forces in eV/Å.


Record 4
# C12H17Br3N2O3PS

C12H17Br3N2O3PS as an isolated structure at a distorted geometry (ωB97M-V with the def2-TZVPD basis set, the Open Molecules 2025 dataset).

Results
**Net charge**: +1
**Lowest unoccupied orbital energy**: -5.2 eV
**Gap between HOMO and LUMO**: 6.20 eV

```
39
Properties=species:S:1:pos:R:3:forces:R:3:nbo_charge:R:1
C 4.347936 -0.662878 0.309297 0.0 -0.1 0.1 -0.417
N 4.373153 0.763768 -0.064051 0.0 -0.5 0.4 -0.526
C 5.777493 1.255756 -0.080073 -0.3 0.4 0.0 -0.418
C 3.650462 1.508512 0.904246 0.1 0.4 0.1 0.735
O 3.661538 1.324443 2.089491 -0.2 -0.2 -0.1 -0.515
C 2.735677 2.579103 0.300652 0.1 0.2 -0.2 -0.550
C 1.395370 1.942511 0.163435 0.2 0.4 -0.1 0.311
C 0.509962 1.858712 1.206491 -0.3 -0.2 0.1 -0.219
C -0.710158 1.219399 1.035825 0.2 0.0 0.0 -0.020
C -1.673908 1.180726 2.209859 -0.2 -0.1 0.1 0.762
O -2.801202 0.813106 2.085403 0.2 0.3 -0.1 -0.475
O -1.207116 1.664915 3.380091 -0.2 -0.2 0.0 -0.664
C -1.050735 0.640846 -0.204652 -0.3 -0.4 0.6 -0.355
P -2.645988 -0.251832 -0.557216 -0.1 1.1 -0.1 0.839
S -3.890529 1.060151 -1.246514 0.4 0.6 0.0 -0.486
C -0.130417 0.778831 -1.216288 0.2 -0.1 -0.3 0.172
Br -0.362084 0.138269 -2.940666 0.0 0.0 -0.3 0.222
N 1.041915 1.412288 -1.014733 0.0 0.1 0.2 -0.455
H 4.714955 -1.246344 -0.530229 0.1 0.0 0.0 0.218
H 3.325606 -0.979344 0.509754 -0.1 0.0 0.0 0.196
H 4.936601 -0.874646 1.202470 0.1 0.0 0.0 0.206
H 5.839575 2.163027 -0.676424 0.1 0.0 -0.2 0.210
H 6.115049 1.502529 0.928237 0.1 -0.2 0.1 0.201
H 6.415396 0.478237 -0.482269 0.0 0.0 -0.2 0.228
H 2.664174 3.433770 0.967019 0.0 0.0 0.1 0.271
H 3.113818 2.912856 -0.662766 0.0 0.0 -0.1 0.250
H 0.795492 2.294908 2.149727 0.0 0.1 0.0 0.264
H -0.366490 1.267404 3.637919 0.1 0.1 0.0 0.500
H -2.953812 -0.902395 0.624392 0.3 -0.3 0.1 0.023
H -2.206187 -1.226217 -1.442282 0.4 -0.1 0.1 -0.013
H 1.696454 1.499233 -1.784959 0.0 -0.1 -0.1 0.457
Br -4.819164 -1.716872 -1.381465 -1.1 -1.3 -0.1 0.033
C -5.137073 -3.651525 -1.184550 0.1 0.1 -0.2 -0.457
C -6.525423 -4.016930 -1.639060 -0.1 0.0 0.2 -0.460
Br -7.862812 -3.489081 -0.335285 0.0 0.0 0.0 0.008
H -4.965308 -3.895344 -0.141148 0.0 0.0 0.0 0.231
H -4.389526 -4.143484 -1.803646 0.0 0.0 0.0 0.225
H -6.618401 -5.095358 -1.739435 0.0 0.0 0.0 0.237
H -6.794292 -3.541051 -2.576597 0.0 0.0 0.0 0.234
```
Positions in Å, forces in eV/Å.